Molecular formula: C43H62F3HgN10O17S
Method: DFT, ωB97M-V/def2-TZVPD

Values from the calculation:
**Orbital gap**: 3.545 eV
**HOMO level**: -10.62 eV
**Net charge**: +1

Atoms and positions in Å:
Hg  4.0080  -0.3702  -0.6363
C  -0.6753  -0.2135  -1.5273
F  -1.5965  -1.1784  -1.2660
F  0.0135  -0.4938  -2.5748
F  -1.4264  0.8812  -1.7434
S  0.3570  0.1343  0.0820
O  -0.0565  -0.9323  1.0480
O  1.7845  0.0606  -0.2610
O  -0.1244  1.4734  0.5277
C  3.6019  2.4555  0.9164
O  3.8995  1.2904  0.9110
N  4.3958  3.4993  1.1779
C  3.8774  4.8324  1.2466
C  5.7762  3.3000  1.5721
H  2.5720  2.7403  0.6510
H  2.9084  4.9580  0.7636
H  4.5167  5.5723  0.7650
H  3.8561  5.2321  2.2604
H  6.4260  4.0024  1.0501
H  5.8601  3.5263  2.6351
H  6.0898  2.2655  1.4325
C  2.9424  -1.7768  2.4492
O  3.4380  -1.4016  1.4000
N  3.4894  -2.7075  3.2737
C  4.7019  -3.4502  2.9948
C  2.7908  -3.2215  4.4724
H  1.9868  -1.3553  2.7976
H  4.4618  -4.5027  2.8440
H  5.4482  -3.3846  3.7865
H  5.1686  -3.1725  2.0498
H  3.3553  -3.1929  5.4044
H  1.9055  -2.6043  4.6253
H  2.3815  -4.1964  4.2076
C  1.2315  5.8746  -2.6387
O  0.0570  6.2520  -2.4368
N  1.7406  4.6491  -2.3378
C  3.2049  4.4452  -2.3167
C  0.9331  3.6218  -1.7538
H  2.0465  6.5311  -2.9806
H  3.5902  3.9440  -1.4288
H  3.8295  5.2937  -2.5959
H  3.4778  3.7277  -3.0906
H  1.0652  3.8371  -0.6935
H  -0.1050  3.6741  -2.0819
H  1.1472  2.5827  -2.0040
C  0.8191  -3.8837  -5.2190
O  0.7838  -5.1136  -5.2699
N  1.9307  -3.1124  -5.0870
C  1.8291  -1.7279  -4.7918
C  3.2628  -3.6840  -5.1373
H  -0.0663  -3.2516  -5.0496
H  0.8171  -1.3478  -4.9310
H  2.5000  -1.2295  -5.4915
H  2.2105  -1.4065  -3.8226
H  3.7732  -3.6847  -4.1741
H  3.2952  -4.6610  -5.6193
H  3.7712  -2.9556  -5.7690
C  -0.2846  0.5449  5.8386
O  0.6182  0.5536  6.6691
N  -0.1555  0.9536  4.5437
C  -1.3078  0.9935  3.6056
C  1.0917  1.3999  3.8822
H  -1.2555  0.1146  6.1292
H  -2.2802  0.7512  4.0343
H  -1.1676  0.2356  2.8349
H  -1.3643  1.8506  2.9345
H  1.0064  2.4855  3.8328
H  1.9953  1.1374  4.4322
H  1.2187  1.0636  2.8532
C  2.5530  -3.3796  -1.7459
O  2.8803  -2.3684  -1.1632
N  3.1702  -4.5362  -1.5865
C  2.7699  -5.7689  -2.2440
C  4.1709  -4.7712  -0.5579
H  1.6322  -3.3895  -2.3494
H  3.6660  -6.3696  -2.3997
H  2.2759  -5.6938  -3.2127
H  2.0427  -6.4104  -1.7462
H  4.3973  -3.8252  -0.0660
H  3.8671  -5.4525  0.2368
H  5.0540  -5.2565  -0.9735
C  -1.4925  4.4670  0.7719
C  -2.8128  4.8348  0.9983
C  -3.3228  4.8790  2.2805
C  -2.4497  4.8001  3.3747
C  -1.1185  4.5170  3.0776
C  -0.6302  4.2531  1.7991
N  -2.8963  5.0493  4.7838
O  -2.1195  5.5234  5.6035
O  -4.0695  4.6882  5.0588
H  -1.0923  4.2421  -0.2057
H  -3.4237  4.9503  0.1152
H  -4.3889  5.0144  2.3877
H  -0.4851  4.2946  3.9237
H  0.3789  3.9269  1.5950
C  -3.7131  -0.1483  0.9334
C  -4.5927  -1.0538  0.4043
C  -5.6918  -0.5460  -0.3145
C  -5.8851  0.8116  -0.5094
C  -4.9138  1.6703  0.0275
C  -3.7631  1.1903  0.6743
N  -7.0126  1.2543  -1.3583
O  -7.3265  2.4388  -1.3158
O  -7.7314  0.4678  -1.9559
H  -2.8309  -0.5610  1.4001
H  -4.4860  -2.0955  0.6689
H  -6.3901  -1.2198  -0.7885
H  -4.9997  2.7151  -0.2324
H  -2.9605  1.8618  0.9413
C  -3.4595  -1.2361  -5.7735
C  -2.2036  -0.7221  -6.1009
C  -1.8138  0.5167  -5.5407
C  -2.6628  1.2073  -4.6383
C  -3.9104  0.6283  -4.2888
C  -4.3346  -0.6161  -4.8547
N  -2.3231  2.5242  -4.0166
O  -3.1512  3.0819  -3.2618
O  -1.2702  3.0101  -4.3193
H  -3.6932  -2.1757  -6.2520
H  -1.5997  -1.2154  -6.8482
H  -0.8384  0.9082  -5.7891
H  -4.5970  1.1243  -3.6187
H  -5.2962  -1.0025  -4.5507
C  -2.7353  -5.0292  1.1711
C  -3.5040  -5.6167  2.1275
C  -3.5120  -5.0308  3.3770
C  -2.7231  -3.9266  3.5889
C  -1.9809  -3.3726  2.5804
C  -2.0139  -3.9064  1.3042
N  -2.7293  -3.2117  4.8889
O  -3.6289  -3.5274  5.6082
O  -1.8163  -2.5206  5.2217
H  -2.7806  -5.5066  0.2034
H  -4.0727  -6.5161  1.9428
H  -4.1925  -5.4369  4.1107
H  -1.3235  -2.5251  2.7065
H  -1.4860  -3.4382  0.4867